[1]
Below is the molecule C3H6O4 in a non-equilibrium geometry, with properties calculated with wB97M-V/def2-TZVPD.

E_tot = -11392.7564 eV
spin multiplicity = 3
maximum force = 5.70 eV Å⁻¹
LUMO level (alpha / beta) = 0.57 / -1.02 eV
HOMO level (alpha / beta) = -6.27 / -10.88 eV

Geometry (Å):
C 0.4027 -0.4994 0.3067
C 1.7484 0.0778 -0.6123
C -0.9491 0.0973 0.0345
O 2.9005 -0.0907 -0.0497
O -1.9067 -1.0141 -0.1190
O -1.3195 0.9336 1.0197
O -0.8729 0.8913 -1.1603
H 0.6232 -1.0674 1.2420
H 1.6237 0.4298 -1.6598
H 2.7063 -0.6589 0.7879
H -2.7251 -0.7983 0.2984
H -0.4981 0.9332 1.4816
H -1.7333 0.7659 -1.5698

[2]
Below is the molecule C3H6O4S in a non-equilibrium geometry, with properties calculated with wB97M-V/def2-TZVPD.

SMILES string = O=C(SO)[C@H](O)CO
E_tot = -22231.4684 eV
maximum force = 3.64 eV Å⁻¹
LUMO level = 0.55 eV
HOMO level = -9.16 eV

Geometry (Å):
O 2.1250 1.4882 -0.0207
C 1.6895 0.3527 0.1855
S 2.7757 -0.9064 -0.2259
O 3.8494 0.0030 -0.9277
C 0.5280 0.1004 1.1310
O 0.6212 -0.9876 1.9459
C -0.6319 -0.1129 0.0964
O -0.3577 0.6190 -1.0938
H 3.3601 0.8083 -1.1150
H 0.3081 1.0243 1.7716
H 1.5114 -1.0696 2.4614
H -0.7519 -1.2541 -0.1830
H -1.6290 0.1027 0.3898
H -0.6398 1.5091 -1.0528

[3]
Below is a structure of composition C3H6O4Sm in a non-equilibrium geometry, with properties calculated with wB97M-V/def2-TZVPD.

charge = +2
E_tot = -29282.4142 eV
spin multiplicity = 7
maximum force = 5.22 eV Å⁻¹
LUMO level (alpha / beta) = -12.79 / -9.97 eV
HOMO level (alpha / beta) = -16.66 / -18.56 eV

Geometry (Å):
O 0.3622 2.4930 -0.7500
O -0.7627 4.1177 0.3302
C -0.7316 3.0427 -0.4303
O -1.8268 2.5517 -0.8262
H -0.3439 -2.2843 -1.1668
Sm -0.7858 0.7001 -1.9058
O -0.0491 -1.4174 -0.8663
H 0.1199 4.3093 0.6752
C 0.5635 -1.4941 0.4339
C 0.7871 -2.8582 0.9321
H -0.2790 -1.4828 1.2893
H 1.5335 -3.4618 0.4105
H 1.3957 -0.7775 0.4317
H 0.0169 -3.4383 1.4426

[4]
Below is the molecule C3H6OS in a non-equilibrium geometry, with properties calculated with wB97M-V/def2-TZVPD.

SMILES string = COC(C)=S
E_tot = -16087.8769 eV
maximum force = 5.16 eV Å⁻¹
LUMO level = 0.21 eV
HOMO level = -8.51 eV

Geometry (Å):
C 0.2275 1.2803 0.7909
O -0.0355 1.1207 -0.7634
C 0.0356 -0.1542 -1.1630
C -0.2824 -1.2165 -0.2032
S 0.7963 -0.3510 -2.5416
H 0.5001 2.3971 1.1783
H -0.8160 1.2947 1.3079
H 0.8542 0.4772 1.3309
H -1.2535 -0.8870 0.4257
H 0.6844 -1.7506 0.4191
H -0.7107 -2.2106 -0.7817

[5]
Below is the molecule C3H6OS in a non-equilibrium geometry, with properties calculated with wB97M-V/def2-TZVPD.

SMILES string = CCC(O)=S
E_tot = -16090.2664 eV
maximum force = 2.68 eV Å⁻¹
LUMO level = 0.45 eV
HOMO level = -8.71 eV

Geometry (Å):
C -0.3788 1.1535 0.2112
C 0.1903 -0.1979 0.6630
C 0.5748 -1.1298 -0.4964
O -0.3465 -1.1312 -1.4750
S 2.0220 -1.8681 -0.7189
H -0.6885 1.3042 -0.8184
H -1.2151 1.5685 0.8915
H 0.4056 1.8722 0.3186
H -0.5807 -0.7580 1.1968
H 1.0699 -0.1445 1.3290
H -1.0530 -0.6688 -1.1014

[6]
Below is the molecule C3H6OS2 in a non-equilibrium geometry, with properties calculated with wB97M-V/def2-TZVPD.

SMILES string = C1OCSCS1
E_tot = -26925.4278 eV
maximum force = 1.34 eV Å⁻¹
LUMO level = 0.82 eV
HOMO level = -8.87 eV

Geometry (Å):
C 1.2148 0.8325 -0.1611
O -0.0037 1.3901 -0.6790
C -1.1880 0.8503 -0.0537
S -1.5346 -0.8567 -0.6110
C -0.0630 -1.6323 0.0957
S 1.4961 -0.9075 -0.5463
H 1.3291 0.9510 0.9375
H 2.0519 1.3508 -0.6436
H -1.1044 0.8007 1.0422
H -2.0280 1.5306 -0.3116
H 0.0251 -2.6407 -0.2888
H -0.1954 -1.6688 1.2197